--- one ---
The molecule C6H11P, computed with the ωB97M-V functional and the def2-TZVPD basis.

Values from the calculation:
- Orbital gap: 9.610 eV
- 2S+1: 1
- Structure (SMILES): PCC1=CCCC1
- LUMO: 1.05 eV

Last column: Löwdin charge in e.
Positions of all 18 atoms, in Å:
P 3.08 0.51 0.26  0.771
C 1.83 -0.66 -0.41  -0.500
C 0.35 -0.22 -0.37  -0.316
C -0.49 0.45 -1.20  -0.047
C -1.93 0.49 -0.66  -0.179
C -1.77 0.00 0.77  -0.183
C -0.39 -0.60 0.91  -0.173
H 2.49 0.61 1.67  -0.064
H 2.57 1.60 -0.20  -0.187
H 2.08 -1.70 0.02  0.083
H 1.91 -0.83 -1.60  0.117
H -0.23 0.76 -2.18  0.086
H -2.50 -0.13 -1.33  0.099
H -2.31 1.52 -0.83  0.107
H -2.01 0.89 1.43  0.137
H -2.39 -0.74 0.95  0.046
H 0.17 -0.25 1.72  0.072
H -0.45 -1.71 1.06  0.129



--- two ---
The molecule C6H11P, computed with the ωB97M-V functional and the def2-TZVPD basis.

Values from the calculation:
- Orbital gap: 9.856 eV
- 2S+1: 1
- Structure (SMILES): C[C@@H]1C[C@]12C[C@@H]2P
- LUMO: 1.05 eV

Last column: Löwdin charge in e.
Positions of all 18 atoms, in Å:
C -1.85 1.15 0.20  -0.032
C -0.87 0.38 -0.74  -0.255
C -0.84 -1.12 -1.08  -0.055
C 0.19 -0.52 -0.27  -0.388
C 0.77 -1.09 0.94  -0.117
C 1.87 -0.83 -0.13  -0.460
P 2.93 0.63 -0.30  0.778
H -1.68 2.20 0.00  0.071
H -1.44 0.96 1.14  0.047
H -2.85 0.82 -0.04  0.074
H -0.53 1.11 -1.46  0.114
H -1.61 -1.76 -0.70  0.103
H -0.59 -1.18 -2.18  0.127
H 0.66 -2.07 1.16  0.073
H 1.01 -0.53 1.75  0.060
H 2.14 -1.75 -0.72  0.085
H 2.72 1.12 0.95  -0.148
H 1.92 1.59 -0.92  -0.076



The calculated energies rank the structures as follows, beginning with the most stable: one, two.



--- one ---
A 2-piece molecular cluster, CH2ClO2P overall, computed with the ωB97M-V functional and the def2-TZVPD basis.

Values from the calculation:
- Orbital gap (spin up / spin down): 5.901 / 5.904 eV
- 2S+1: 1
- LUMO (spin up / spin down): -2.81 / -2.81 eV

Last column: Löwdin charge in e.
Positions of all 7 atoms, in Å:
C 0.66 -0.14 0.09  -0.386
O -0.01 0.47 1.19  -0.328
O 0.33 0.84 -0.89  -0.327
P -0.63 1.65 0.21  1.223
Cl -2.16 -1.33 -0.47  -0.356
H 1.76 -0.45 -0.04  0.176
H 0.05 -1.04 -0.09  -0.003



--- two ---
The molecule CH2ClO2P, computed with the ωB97M-V functional and the def2-TZVPD basis.

Values from the calculation:
- Orbital gap: 9.295 eV
- 2S+1: 1
- LUMO: -0.61 eV

Last column: Löwdin charge in e.
Positions of all 7 atoms, in Å:
C -1.16 -2.13 0.70  -0.533
O -0.25 -1.67 -0.12  -0.349
O 0.95 -0.41 -1.80  -0.343
P 0.48 -0.35 -0.43  0.574
Cl -1.30 -3.83 0.61  0.634
H 1.50 -0.15 0.43  0.022
H -0.35 0.57 -0.05  -0.005



The calculated energies rank the structures as follows, beginning with the most stable: one, two.



--- one ---
The molecule C5H5Cl, computed with the ωB97M-V functional and the def2-TZVPD basis.

Values from the calculation:
- Orbital gap: 9.802 eV
- 2S+1: 1
- Structure (SMILES): C#C/C(C)=C\Cl
- LUMO: 0.85 eV

Last column: Löwdin charge in e.
Positions of all 11 atoms, in Å:
C -0.46 2.39 0.00  0.141
C -0.17 1.23 -0.03  -0.148
C 0.16 -0.14 -0.05  -0.415
C -0.96 -1.10 0.05  -0.063
C 1.42 -0.60 0.00  -0.512
Cl 2.78 0.45 0.01  0.631
H -0.69 3.44 0.05  0.042
H -1.57 -0.94 0.93  0.085
H -1.67 -1.01 -0.82  0.108
H -0.56 -2.08 -0.07  0.063
H 1.70 -1.64 -0.09  0.069



--- two ---
The molecule C5H5Cl, computed with the ωB97M-V functional and the def2-TZVPD basis.

Values from the calculation:
- Orbital gap: 10.722 eV
- 2S+1: 1
- Structure (SMILES): C#C[C@H]1C[C@H]1Cl
- LUMO: 0.94 eV

Last column: Löwdin charge in e.
Positions of all 11 atoms, in Å:
C -2.15 -1.13 0.13  0.073
C -1.28 -0.45 -0.35  -0.156
C -0.17 0.55 -0.49  -0.352
C 0.76 0.80 0.64  -0.199
C 1.19 0.07 -0.54  -0.554
Cl 1.20 -1.73 -0.04  0.577
H -2.99 -1.91 0.19  0.073
H -0.42 1.55 -0.93  0.155
H 0.73 -0.01 1.47  0.106
H 0.96 1.91 0.92  0.148
H 2.18 0.35 -1.01  0.128



The calculated energies rank the structures as follows, beginning with the most stable: one, two.



--- one ---
A 5-piece molecular cluster, H11O5 overall, computed with the ωB97M-V functional and the def2-TZVPD basis.

Values from the calculation:
- Orbital gap: 12.342 eV
- 2S+1: 1
- LUMO: -3.23 eV
- Charge: +1

Last column: Löwdin charge in e.
Positions of all 16 atoms, in Å:
O 1.97 0.26 -1.65  -0.022
H 2.85 0.47 -1.30  0.082
H 1.98 -0.60 -2.08  0.072
O 1.21 1.28 2.31  0.060
H 1.84 1.97 2.55  0.117
H 0.41 1.48 2.84  0.128
O -1.29 -0.85 0.87  -0.036
H -1.91 -1.17 1.52  0.088
H -1.44 -1.33 0.03  0.027
O -2.06 -1.82 -1.61  -0.028
H -1.53 -1.41 -2.30  0.057
H -2.89 -2.08 -2.02  0.075
O 0.17 1.18 0.10  0.143
H 0.57 0.92 -0.76  0.100
H 0.78 1.21 1.00  0.074
H -0.43 0.43 0.35  0.064



--- two ---
A 5-piece molecular cluster, H11O5 overall, computed with the ωB97M-V functional and the def2-TZVPD basis.

Values from the calculation:
- Orbital gap: 12.613 eV
- 2S+1: 1
- LUMO: -2.88 eV
- Charge: +1

Last column: Löwdin charge in e.
Positions of all 16 atoms, in Å:
O -3.02 -0.34 -1.56  0.018
H -3.06 -1.30 -1.61  0.099
H -3.87 -0.02 -1.86  0.104
O -0.21 2.58 -0.49  -0.008
H -0.54 3.08 -1.24  0.085
H 0.57 3.07 -0.20  0.087
O 0.77 -1.60 0.58  -0.034
H 0.91 -2.40 1.11  0.085
H 1.61 -1.13 0.75  0.033
O 3.18 -0.78 1.69  -0.036
H 3.52 -0.74 2.59  0.070
H 3.96 -0.92 1.15  0.065
O -1.03 0.14 -0.11  0.185
H -1.81 -0.05 -0.74  0.076
H -0.55 1.01 -0.11  0.093
H -0.40 -0.62 0.06  0.079



The calculated energies rank the structures as follows, beginning with the most stable: two, one.



--- one ---
A 5-piece molecular cluster, H11O5 overall, computed with the ωB97M-V functional and the def2-TZVPD basis.

Values from the calculation:
- Orbital gap: 12.006 eV
- 2S+1: 1
- LUMO: -3.43 eV
- Charge: +1

Last column: Löwdin charge in e.
Positions of all 16 atoms, in Å:
O -1.03 -0.17 0.32  0.174
H -0.30 -0.82 0.24  0.091
H -0.67 0.56 0.87  0.077
H -1.21 0.33 -0.62  0.121
O -1.35 1.22 -1.89  -0.007
H -0.46 1.11 -2.30  0.107
H -1.95 0.55 -2.32  0.126
O 0.00 1.88 1.86  -0.026
H 0.76 2.32 1.72  -0.016
H -0.76 2.41 2.38  0.178
O 0.05 -2.59 -0.80  -0.081
H 1.03 -2.62 -1.09  0.112
H -0.45 -3.35 -0.52  0.051
O 1.90 -0.51 0.45  -0.078
H 2.16 -0.67 1.46  0.141
H 2.28 0.34 0.26  0.029



--- two ---
A 5-piece molecular cluster, H11O5 overall, computed with the ωB97M-V functional and the def2-TZVPD basis.

Values from the calculation:
- Orbital gap: 12.432 eV
- 2S+1: 1
- LUMO: -2.95 eV
- Charge: +1

Last column: Löwdin charge in e.
Positions of all 16 atoms, in Å:
O 1.41 0.41 0.58  0.005
H 1.86 1.01 0.00  0.071
H 1.35 0.84 1.44  0.051
O -1.07 -3.45 -0.52  -0.005
H -1.90 -3.79 -0.16  0.092
H -0.53 -4.26 -0.57  0.094
O 1.04 2.74 2.37  -0.058
H 1.71 3.35 2.72  0.066
H 0.62 2.69 3.24  0.062
O -0.99 1.18 -2.02  -0.013
H -0.51 1.67 -1.34  0.070
H -1.86 1.50 -2.26  0.086
O -0.30 -1.03 -0.79  0.186
H 0.28 -0.43 -0.23  0.091
H -0.53 -1.99 -0.91  0.100
H -0.59 -0.44 -1.54  0.103



The calculated energies rank the structures as follows, beginning with the most stable: two, one.



--- one ---
A 3-piece molecular cluster, C4H16N2O2 overall, computed with the ωB97M-V functional and the def2-TZVPD basis.

Values from the calculation:
- Orbital gap: 9.953 eV
- 2S+1: 1
- Structure (SMILES): C[C@@H](N)CCN.O.O
- LUMO: 0.81 eV

Last column: Löwdin charge in e.
Positions of all 24 atoms, in Å:
C 1.16 -0.04 -1.43  -0.101
C -0.10 -0.72 -0.85  -0.417
N 0.32 -1.83 0.14  0.001
C -0.95 0.40 -0.20  -0.183
C -2.46 0.47 -0.66  -0.234
N -2.81 1.91 -0.48  -0.033
H 0.87 0.74 -2.15  0.073
H 1.76 0.47 -0.71  0.059
H 1.75 -0.62 -2.10  0.049
H -0.61 -1.18 -1.78  0.138
H 0.46 -2.82 -0.25  0.095
H -0.46 -1.77 0.83  0.043
H -0.45 1.43 -0.25  0.125
H -0.86 0.27 0.86  0.086
H -2.39 0.25 -1.69  0.071
H -3.20 -0.20 -0.19  0.118
H -3.72 2.18 -0.66  0.014
H -2.39 2.47 -1.27  0.092
O 5.50 2.44 1.01  -0.047
H 6.01 3.26 0.99  0.045
H 4.63 2.36 0.69  0.001
O -0.99 -3.29 3.30  -0.077
H -0.89 -2.40 3.76  0.077
H -0.21 -3.77 3.10  0.003



--- two ---
A 3-piece molecular cluster, C4H16N2O2 overall, computed with the ωB97M-V functional and the def2-TZVPD basis.

Values from the calculation:
- Orbital gap: 9.720 eV
- 2S+1: 1
- Structure (SMILES): NCCCCN.O.O
- LUMO: 0.72 eV

Last column: Löwdin charge in e.
Positions of all 24 atoms, in Å:
N 1.94 1.72 -0.07  -0.003
C 1.27 0.71 -0.92  -0.294
C -0.07 0.22 -0.47  -0.243
C -0.01 -0.77 0.71  -0.201
C -1.31 -0.71 1.57  -0.277
N -1.26 0.15 2.75  -0.013
H 1.93 1.39 0.89  0.046
H 2.93 1.78 -0.28  0.058
H 1.18 1.27 -1.86  0.106
H 1.94 -0.13 -1.09  0.099
H -0.80 0.99 -0.29  0.068
H -0.60 -0.43 -1.20  0.122
H 0.84 -0.33 1.28  0.098
H 0.13 -1.83 0.52  0.088
H -2.10 -0.37 0.88  0.101
H -1.43 -1.74 1.90  0.103
H -0.91 -0.30 3.59  0.061
H -0.78 1.03 2.64  0.054
O -1.56 2.28 -1.70  -0.058
H -2.15 1.88 -2.35  0.053
H -2.15 2.33 -0.94  0.046
O 1.00 -3.08 -2.18  -0.051
H 1.32 -2.28 -1.78  0.006
H 0.66 -3.76 -1.60  0.029



The calculated energies rank the structures as follows, beginning with the most stable: two, one.